# 1
21
Properties=species:S:1:pos:R:3:mulliken_charge:R:1 method="wB97M-V/def2-TZVPD" homo_ev="-6.2 / -5.4" total_energy_ha=-420.3415 mol_weight_g_mol=128.175 de_lowest_kj_mol=636.5 homo_lumo_gap_ev="6.94 / 5.95"
C -0.772 -1.634 -1.034 -1.4296
C -1.058 -0.561 -0.014 1.0422
N -1.365 1.726 0.761 -0.4372
C -1.101 0.849 -0.305 -0.7238
O -2.148 -0.960 0.779 -0.5291
H -2.304 -1.908 0.730 0.3842
H -0.892 1.414 1.602 0.2610
H -1.126 2.687 0.550 0.2187
H -1.609 1.170 -1.206 0.3749
H -1.506 -1.625 -1.841 0.3515
H -0.761 -2.630 -0.582 0.4296
H 0.242 -1.564 -1.416 0.2824
C 1.217 0.795 -0.376 -0.0876
C 1.214 -0.213 1.822 -0.6096
C 2.195 0.489 -1.263 -0.7978
N 0.765 -0.255 0.612 -0.2269
H 1.146 1.840 -0.066 0.2756
H 2.216 0.158 2.008 0.2958
H 0.550 -0.451 2.641 0.3583
H 2.548 1.197 -1.996 0.2744
H 2.549 -0.523 -1.406 0.2928

***

# 2
21
Properties=species:S:1:pos:R:3:mulliken_charge:R:1 method="wB97M-V/def2-TZVPD" homo_ev="-12.8 / -12.8" multiplicity=2 total_energy_ha=-420.2470 mol_weight_g_mol=128.175 de_lowest_kj_mol=39.8 homo_lumo_gap_ev="8.57 / 4.75" charge=+1
C -0.349 -2.271 2.417 -0.1123
C 0.867 -2.083 1.543 -1.0078
O -1.416 -1.425 1.943 -0.5463
H -0.700 -3.299 2.315 0.2244
H -0.218 -2.007 3.463 0.2954
H 1.176 -1.038 1.452 0.2454
H -1.190 -1.102 1.061 0.2885
H 0.561 -2.404 0.534 0.2312
H 1.784 -2.652 1.693 0.3806
C -0.829 2.059 0.542 -1.0542
C 0.440 -0.131 -1.927 -0.1783
C -0.165 1.445 -0.622 0.7463
C 0.738 2.008 -1.591 -0.3075
N -0.352 0.159 -0.907 -0.2571
N 1.103 0.986 -2.392 -0.0224
H 0.719 -1.115 -2.265 0.4295
H 1.645 1.228 -3.214 0.2610
H 1.010 3.034 -1.788 0.4159
H -0.155 2.701 1.109 0.3620
H -1.270 1.334 1.222 0.2498
H -1.659 2.694 0.205 0.3558